(1)
Here is C4H4N4O in the gas phase at a distorted geometry from the Open Molecules 2025 dataset. Energies are from wB97M-V/def2-TZVPD.

Structure (XYZ):
```
13
Properties=species:S:1:pos:R:3
C -3.18 1.61 0.10
C -4.41 -0.46 0.03
C -1.85 -0.65 0.00
C 0.55 -0.37 0.15
N -2.99 2.74 -0.03
N -5.20 -1.30 -0.04
N -0.79 0.18 -0.08
N -3.33 0.30 0.12
O -1.95 -1.84 -0.12
H 1.12 0.55 0.01
H 0.55 -0.73 1.10
H 0.69 -1.18 -0.69
H -0.74 1.12 0.27
```

Calculated values
Spin multiplicity: 1
Kohn-Sham gap (eV): 10.47
F_max (hartree/bohr): 0.0992
Total charge: 0
ΔE to the lowest compared entry with this formula, charge and spin (kcal/mol): 51.0
Structure (SMILES): CNC(=O)N(C#N)C#N
E_HOMO (eV): -10.32

Atom charges from the Löwdin analysis, given in e for atoms 1 to 5:
1. C -0.322
2. C -0.295
3. C -0.317
4. C -0.028
5. N 0.160

***

(2)
Here is a molecular structure, C3H7As2Cl4F12NiO9P2Y2 at a distorted geometry from the Open Molecules 2025 dataset. Energies are from wB97M-V/def2-TZVPD.

Structure (XYZ):
```
42
Properties=species:S:1:pos:R:3
Y 2.89 -4.76 13.94
Y 7.62 -6.43 16.10
Ni 4.72 -8.60 15.16
C 3.73 -1.65 12.67
O 2.99 -2.79 12.87
H 3.11 -0.74 12.61
H 4.46 -1.50 13.49
H 4.32 -1.69 11.74
P 2.02 -7.19 14.88
O 2.68 -8.45 15.62
O 3.59 -6.68 14.76
O 2.11 -5.86 15.80
O 1.89 -6.65 13.37
P 6.10 -8.30 17.33
O 7.03 -7.19 18.01
O 6.68 -8.56 15.85
O 5.47 -7.04 16.43
O 4.62 -8.57 17.68
As 6.02 -6.39 12.46
F 5.42 -6.82 10.96
F 5.20 -7.76 13.16
F 6.59 -6.05 14.14
F 6.95 -5.07 11.93
F 4.70 -5.27 12.75
F 7.41 -7.41 12.29
As 5.00 -3.61 17.17
F 5.64 -3.26 18.71
F 6.54 -4.57 16.85
F 4.38 -3.97 15.49
F 3.60 -2.67 17.41
F 5.87 -2.33 16.49
F 4.25 -4.99 17.72
C 6.32 -2.89 9.77
Cl 4.95 -3.03 8.66
Cl 6.99 -1.25 9.71
H 5.98 -3.09 10.77
H 7.07 -3.58 9.42
C 8.48 -8.67 9.49
Cl 9.79 -9.26 8.46
Cl 8.03 -7.02 9.11
H 7.61 -9.30 9.36
H 8.79 -8.73 10.53
```

Calculated values
Spin multiplicity: 3
Kohn-Sham gap (alpha / beta) (eV): 5.75 / 4.05
F_max (hartree/bohr): 0.2013
Total charge: -1
E_HOMO (alpha / beta) (eV): -5.56 / -3.83

Atom charges from the Löwdin analysis, given in e for atoms 1 to 5:
1. Y 1.560
2. Y 1.656
3. Ni 0.710
4. C -0.300
5. O -0.484

***

(3)
Here is C19H29N3OS in the gas phase from the Open Molecules 2025 dataset. Energies are from wB97M-V/def2-TZVPD.

Structure (XYZ):
```
53
Properties=species:S:1:pos:R:3
C 6.21 3.02 0.86
C 5.34 1.92 0.33
C 5.14 1.78 -1.04
C 4.35 0.77 -1.54
C 3.74 -0.14 -0.68
C 3.96 -0.02 0.69
C 4.75 1.00 1.17
H 4.91 1.08 2.24
H 3.53 -0.74 1.36
N 2.97 -1.17 -1.25
C 2.14 -2.07 -0.63
N 1.42 -1.67 0.44
C 0.62 -2.64 1.16
C -0.82 -2.69 0.65
H -1.36 -3.44 1.23
H -0.81 -2.99 -0.40
C -1.46 -1.31 0.79
N -2.82 -1.23 0.25
C -3.61 -2.44 0.38
H -4.59 -2.25 -0.04
H -3.73 -2.76 1.42
H -3.15 -3.24 -0.20
C -3.54 -0.09 0.78
H -2.85 0.73 0.98
C -4.60 0.45 -0.20
H -5.43 -0.26 -0.28
C -4.00 0.77 -1.57
H -4.74 0.61 -2.36
H -3.13 0.15 -1.76
C -3.68 2.26 -1.45
H -2.72 2.41 -0.95
H -3.66 2.77 -2.41
C -4.82 2.74 -0.55
H -5.71 2.98 -1.16
O -5.13 1.67 0.32
H -4.56 3.61 0.05
H -4.04 -0.33 1.74
C -0.57 -0.31 0.03
H -0.58 -0.58 -1.02
C 0.87 -0.34 0.55
H 1.48 0.37 -0.01
H 0.89 -0.05 1.61
H -0.95 0.71 0.13
H -1.46 -1.04 1.87
H 1.09 -3.63 1.04
H 0.64 -2.36 2.22
S 2.07 -3.60 -1.27
H 3.29 -1.49 -2.15
H 4.21 0.67 -2.61
H 5.60 2.48 -1.72
H 7.26 2.75 0.77
H 6.00 3.21 1.91
H 6.06 3.94 0.30
```

Calculated values
Spin multiplicity: 1
Kohn-Sham gap (eV): 8.60
F_max (hartree/bohr): 0.0112
Total charge: 0
ΔE to the lowest compared entry with this formula, charge and spin (kcal/mol): 41.6
Structure (SMILES): Cc1ccc(NC(=S)N2CCC(N(C)C[C@@H]3CCCO3)CC2)cc1
E_HOMO (eV): -7.95

Atom charges from the Löwdin analysis, given in e for atoms 1 to 5:
1. C -0.056
2. C -0.288
3. C -0.046
4. C -0.020
5. C -0.264

***

Q: What is the formula in the first record?
A: C4H4N4O